w | 13
Properties=species:S:1:pos:R:3:nbo_charge:R:1 method="wB97M-V/def2-TZVPD" lumo_energy_ha=0.031 charge=0 orbital_gap_ev=9.76
C 1.470 -0.530 -0.355 -0.08
C -0.050 -0.276 -0.223 -0.09
C -0.442 1.108 -0.239 -0.27
C -1.802 1.197 0.024 -0.40
C -1.049 -1.194 0.068 -0.42
H 1.941 -0.144 1.449 0.47
H 1.764 -0.320 -1.413 0.19
H 1.725 -1.619 -0.199 0.17
H 0.239 1.957 -0.317 0.24
H -2.393 2.161 0.254 0.25
H -0.967 -2.264 0.197 0.24
O 2.142 0.291 0.572 -0.71
S -2.579 -0.368 0.182 0.41

x | 13
Properties=species:S:1:pos:R:3:nbo_charge:R:1 method="wB97M-V/def2-TZVPD" lumo_energy_ha=-0.004 charge=0 orbital_gap_ev=9.10
C -3.058 -0.161 0.094 -0.71
C -1.619 0.100 -0.340 0.10
C -0.386 0.121 -0.444 -0.20
C 0.994 0.691 -0.076 0.55
C 1.925 -0.548 0.189 -0.57
H -2.819 -0.166 1.331 0.27
H -3.925 0.564 -0.182 0.26
H -3.374 -1.184 -0.480 0.26
H 1.542 -1.164 -0.626 0.23
H 2.018 -1.042 1.105 0.25
H 3.623 1.067 -0.537 0.15
O 1.310 1.905 0.079 -0.50
S 3.769 -0.183 -0.112 -0.08

It turns out w is the most stable, with the second structure 0.1168 hartree higher.

w | 9
Properties=species:S:1:pos:R:3:nbo_charge:R:1 method="wB97M-V/def2-TZVPD" lumo_energy_ha=0.009 charge=0 orbital_gap_ev=10.00
C 0.342 -1.207 -0.638 0.20
C -0.602 0.928 0.338 0.04
O -0.655 -1.492 0.054 -0.53
N -0.029 1.408 1.320 -0.63
H 0.927 1.743 1.270 0.36
H -0.049 0.619 -0.718 0.10
H 0.370 -1.382 -1.726 0.14
H 1.348 -1.276 -0.192 0.13
H -1.653 0.659 0.291 0.19

x | 9
Properties=species:S:1:pos:R:3:nbo_charge:R:1 method="wB97M-V/def2-TZVPD" lumo_energy_ha=0.029 charge=0 orbital_gap_ev=10.83
C 2.427 -0.543 -0.010 -0.19
C 1.762 0.444 0.047 -0.24
H -0.489 0.573 0.085 0.43
H -2.464 0.087 0.876 0.32
H -2.432 0.315 -0.772 0.32
H 3.059 -1.391 -0.053 0.23
H 1.080 1.191 -0.149 0.19
N -2.173 -0.319 -0.016 -0.51
O -0.769 -0.357 -0.008 -0.56

y | 9
Properties=species:S:1:pos:R:3:nbo_charge:R:1 method="wB97M-V/def2-TZVPD" lumo_energy_ha=0.032 charge=0 orbital_gap_ev=10.89
C -0.974 0.767 0.450 -0.06
N 0.069 1.374 0.059 -0.59
C 0.946 -1.182 -0.223 0.29
O 1.833 -1.373 0.562 -0.50
H -1.002 0.384 1.472 0.17
H -1.852 0.555 -0.170 0.15
H -0.102 -1.497 -0.032 0.10
H -0.009 1.649 -0.921 0.33
H 1.092 -0.676 -1.198 0.11

z | 9
Properties=species:S:1:pos:R:3:nbo_charge:R:1 method="wB97M-V/def2-TZVPD" lumo_energy_ha=0.029 charge=0 orbital_gap_ev=10.82
C -0.556 -0.944 -0.920 -0.76
C -0.125 0.155 0.123 0.68
N 1.285 0.239 0.066 -0.85
O -0.797 0.783 0.963 -0.60
H 0.279 -1.250 -1.594 0.23
H -1.669 -0.717 -1.170 0.26
H -0.739 -1.971 -0.384 0.24
H 1.780 1.036 0.438 0.40
H 1.817 -0.307 -0.676 0.39

It turns out z is the most stable, with the second structure 0.0594 hartree higher.

w | 20
Properties=species:S:1:pos:R:3:nbo_charge:R:1 method="wB97M-V/def2-TZVPD" lumo_energy_ha=-0.130 charge=+1 orbital_gap_ev=9.69
C 1.821 0.196 -0.007 0.27
C 1.767 1.325 0.640 -0.48
C 0.858 -0.168 -1.113 -0.26
C -1.180 -0.161 0.125 0.11
C -2.517 0.084 -0.546 -0.65
C -0.845 0.030 1.419 -0.34
N -0.277 -0.973 -0.553 -0.54
O 2.706 -0.783 0.150 -0.65
H 2.549 1.564 1.396 0.23
H 0.893 1.986 0.492 0.23
H 0.504 0.718 -1.506 0.24
H 1.323 -0.752 -1.869 0.25
H -3.011 0.913 -0.325 0.25
H -3.119 -0.749 -0.206 0.25
H -2.472 0.076 -1.656 0.22
H -1.357 0.655 2.127 0.24
H 3.259 -0.392 0.883 0.50
H 0.070 -0.421 1.796 0.21
H -0.833 -1.380 -1.395 0.45
H -0.139 -1.769 0.146 0.48

x | 20
Properties=species:S:1:pos:R:3:nbo_charge:R:1 method="wB97M-V/def2-TZVPD" lumo_energy_ha=-0.123 charge=+1 orbital_gap_ev=9.32
C 0.199 -1.480 -0.588 -0.25
C -0.904 -0.789 -0.696 0.16
C 1.565 -1.140 -0.015 -0.44
C 1.640 0.339 0.203 -0.48
C 0.229 0.973 0.069 0.37
C -2.426 -0.609 -0.708 -0.68
N -0.343 1.331 1.456 -0.71
O 0.102 2.119 -0.690 -0.72
H 0.113 -2.494 -1.034 0.24
H 1.667 -1.693 0.903 0.24
H 2.330 -1.569 -0.757 0.26
H 2.047 0.496 1.232 0.23
H 2.209 1.114 -0.462 0.23
H -2.723 -1.212 0.162 0.25
H -2.884 -0.932 -1.625 0.26
H -2.642 0.471 -0.641 0.24
H -1.320 1.645 1.240 0.45
H 0.203 2.001 1.898 0.42
H -0.472 0.503 1.995 0.43
H 0.957 2.378 -1.113 0.50

y | 20
Properties=species:S:1:pos:R:3:nbo_charge:R:1 method="wB97M-V/def2-TZVPD" lumo_energy_ha=-0.337 charge=+1 orbital_gap_ev=3.99
C 0.562 -1.280 -0.824 -0.11
O -0.176 -1.178 -1.940 -0.38
C -0.226 -1.462 0.493 -0.43
C -0.770 -0.119 0.973 -0.45
C 0.197 0.782 1.703 -0.19
C 1.008 0.390 2.679 -0.35
C -0.357 1.870 -2.587 -0.03
N -1.106 1.012 -2.111 -0.15
H 1.369 -0.535 -0.715 0.21
H 1.185 -2.206 -0.914 0.32
H -0.664 -0.080 -2.210 0.40
H 0.270 -2.152 1.173 0.25
H -1.132 -2.025 0.220 0.24
H -1.639 -0.267 1.624 0.27
H -1.164 0.431 0.109 0.21
H 0.864 -0.596 3.117 0.19
H 1.512 1.027 3.394 0.22
H 0.683 1.978 -2.221 0.28
H -0.736 2.605 -3.315 0.31
H 0.318 1.803 1.350 0.20

It turns out w is the most stable, with the second structure 0.0409 hartree higher.

w | 11
Properties=species:S:1:pos:R:3:nbo_charge:R:1 method="wB97M-V/def2-TZVPD" lumo_energy_ha=0.166 charge=-1 orbital_gap_ev=6.34
C 0.979 -0.621 -0.335 -0.48
C -0.688 0.725 0.736 0.05
N 0.607 0.708 0.380 -0.16
O 1.222 1.673 -0.326 -0.81
O -1.941 0.529 -0.489 -0.96
H 2.015 -0.436 -0.766 0.21
H 0.953 -1.522 0.280 0.17
H 0.227 -0.559 -1.209 0.21
H -1.058 -0.161 1.461 0.16
H -1.143 1.709 0.979 0.18
H -1.782 1.259 -1.040 0.43

x | 11
Properties=species:S:1:pos:R:3:nbo_charge:R:1 method="wB97M-V/def2-TZVPD" lumo_energy_ha=0.174 charge=-1 orbital_gap_ev=7.62
C 1.432 -0.378 -0.484 -0.47
C -1.367 0.213 0.839 -0.28
N 0.239 -0.123 -1.250 0.08
O -0.099 1.137 -1.277 -0.59
O -0.856 -0.853 0.159 -0.71
H 2.316 -0.671 -1.273 0.15
H 1.682 0.457 0.102 0.17
H 1.168 -1.201 0.174 0.23
H -2.465 0.042 0.963 0.11
H -1.075 1.183 0.244 0.19
H -0.975 0.193 1.803 0.12

It turns out w is the most stable, with the second structure 0.0152 hartree higher.

w | 14
Properties=species:S:1:pos:R:3:nbo_charge:R:1 method="wB97M-V/def2-TZVPD" lumo_energy_ha="-0.181 / -0.189" charge=+1 orbital_gap_ev="7.92 / 7.61"
C 1.823 0.047 0.979 0.43
N 4.201 -0.343 0.833 -0.29
N 0.619 -0.128 1.118 -0.19
N 2.992 -0.270 1.201 -0.07
N -1.494 0.093 1.264 -0.61
N -0.687 -0.068 -1.684 -1.06
N -0.371 0.348 0.560 -0.05
H 0.207 -0.512 -1.793 0.39
H 4.756 -0.939 1.462 0.37
H -2.380 0.443 0.848 0.40
H -1.663 -0.686 1.841 0.41
H -1.414 -0.805 -1.537 0.40
H -0.897 0.330 -2.591 0.41
H -0.397 0.721 -0.433 0.45

x | 14
Properties=species:S:1:pos:R:3:nbo_charge:R:1 method="wB97M-V/def2-TZVPD" lumo_energy_ha="-0.165 / -0.164" charge=+1 orbital_gap_ev="9.42 / 9.42"
C -0.010 -0.145 -1.060 0.18
N 1.450 -0.528 0.516 0.01
N 1.438 0.743 0.392 -0.20
N 0.823 -1.253 -0.268 -0.11
N 0.705 1.098 -0.794 -0.44
N -1.308 -0.146 -0.486 -0.50
N -1.295 -0.133 0.961 -0.66
H -0.001 -0.394 -2.118 0.24
H 1.921 -1.085 1.255 0.47
H 1.749 1.551 0.838 0.46
H -1.980 -0.682 -1.112 0.40
H 0.095 1.972 -0.646 0.43
H -1.422 -1.210 1.336 0.35
H -2.165 0.210 1.185 0.37

It turns out x is the most stable, with the second structure 0.0250 hartree higher.

w | 16
Properties=species:S:1:pos:R:3:nbo_charge:R:1 method="wB97M-V/def2-TZVPD" lumo_energy_ha=-0.167 charge=0 orbital_gap_ev=3.90
C -1.148 -1.585 1.111 -0.62
C -1.053 -1.402 -0.397 -0.61
S -2.254 -0.257 -1.008 0.12
S 1.860 -0.035 0.739 0.00
C 2.687 1.561 0.696 -0.78
H -1.104 -0.622 1.629 0.23
H -2.089 -2.056 1.394 0.22
H -0.325 -2.189 1.505 0.22
H -1.209 -2.373 -0.878 0.25
H -0.017 -1.025 -0.665 0.27
H 3.703 1.424 1.053 0.24
H 2.143 2.266 1.308 0.23
H 2.714 1.913 -0.335 0.26
H 0.720 1.045 -0.624 0.44
H -0.623 1.297 -1.237 0.45
O 0.278 1.672 -1.225 -0.90

x | 16
Properties=species:S:1:pos:R:3:nbo_charge:R:1 method="wB97M-V/def2-TZVPD" lumo_energy_ha=0.007 charge=0 orbital_gap_ev=9.14
C 1.505 1.973 1.644 -0.66
S 1.566 0.965 0.013 0.03
S 1.823 -1.096 0.507 -0.15
H 2.439 1.950 2.069 0.21
H 0.789 1.445 2.206 0.22
H 1.277 2.993 1.428 0.23
H 0.757 -1.455 1.261 0.13
C -2.481 -0.082 -0.852 -0.09
O -3.098 -0.711 0.273 -0.69
C -2.393 -0.824 -2.194 -0.66
H -3.152 0.802 -0.956 0.17
H -1.481 0.291 -0.602 0.17
H -2.594 -1.582 0.149 0.45
H -3.225 -1.562 -2.254 0.21
H -2.569 -0.056 -3.076 0.23
H -1.455 -1.431 -2.311 0.21

y | 16
Properties=species:S:1:pos:R:3:nbo_charge:R:1 method="wB97M-V/def2-TZVPD" lumo_energy_ha=0.023 charge=0 orbital_gap_ev=9.21
S 1.315 -0.789 1.020 0.08
S 1.576 1.255 1.174 0.05
C -0.316 -0.808 0.192 -0.75
C 2.207 2.025 -1.444 -0.62
C 2.864 1.742 -0.090 -0.51
H -0.766 -1.814 0.147 0.23
H -0.137 -0.456 -0.838 0.21
H -1.032 -0.124 0.678 0.23
H 1.597 2.944 -1.418 0.21
H 1.580 1.197 -1.817 0.21
H 3.042 2.178 -2.147 0.21
H 3.644 0.962 -0.186 0.22
H 3.352 2.660 0.290 0.22
O -6.599 -3.386 1.536 -0.94
H -5.833 -3.579 2.123 0.47
H -6.494 -4.006 0.780 0.47

It turns out y is the most stable, with the second structure 0.0458 hartree higher.

w | 16
Properties=species:S:1:pos:R:3:nbo_charge:R:1 method="wB97M-V/def2-TZVPD" lumo_energy_ha=-0.037 charge=0 orbital_gap_ev=8.31
C -0.198 2.585 -0.935 -0.63
C 0.034 1.600 0.178 -0.57
S 0.972 0.181 -0.299 0.09
S -1.098 -1.025 -0.745 0.12
C -1.222 -1.638 0.854 -0.81
H -0.890 3.432 -0.802 0.22
H -0.554 1.967 -1.737 0.22
H 0.752 3.117 -1.182 0.21
H 0.557 2.076 1.033 0.22
H -0.898 1.240 0.595 0.22
H -1.369 -0.738 1.424 0.22
H -1.981 -2.420 0.945 0.25
H -0.306 -2.135 1.171 0.23
H 1.294 -2.765 -0.240 0.46
H 2.725 -2.349 -0.214 0.47
O 2.181 -3.127 -0.047 -0.93

x | 16
Properties=species:S:1:pos:R:3:nbo_charge:R:1 method="wB97M-V/def2-TZVPD" lumo_energy_ha=0.025 charge=0 orbital_gap_ev=9.35
C -2.004 0.939 -1.379 -0.64
C -0.683 1.687 -1.237 -0.50
S 0.943 0.844 -0.862 0.02
S 1.486 -0.159 0.744 0.05
C 1.706 -1.933 0.081 -0.74
H -2.170 0.668 -2.454 0.22
H -2.901 1.759 -1.162 0.21
H -2.239 0.066 -0.778 0.23
H -0.255 2.124 -2.150 0.24
H -0.768 2.404 -0.340 0.22
H 0.739 -2.477 -0.092 0.22
H 2.218 -1.769 -0.879 0.23
H 2.125 -2.680 0.731 0.23
H 0.331 -1.171 3.006 0.46
H 1.073 0.099 3.211 0.47
O 0.400 -0.403 3.558 -0.93

It turns out w is the most stable, with the second structure 0.0185 hartree higher.

w | 21
Properties=species:S:1:pos:R:3:nbo_charge:R:1 method="wB97M-V/def2-TZVPD" lumo_energy_ha="0.023 / 0.023" charge=0 orbital_gap_ev="7.96 / 7.96"
C 1.966 -0.735 -1.057 -0.67
C -0.184 -1.968 0.736 -0.64
C -0.392 0.306 1.759 -0.62
N 0.514 1.232 -0.911 -0.66
C -0.870 1.439 -1.245 0.82
C 0.818 0.009 -0.437 0.24
C -0.100 -0.477 0.492 -0.13
N -1.883 1.628 -0.347 -0.93
O -1.085 1.842 -2.390 -0.54
H 1.194 1.744 -1.469 0.40
H -2.118 2.481 0.135 0.42
H -2.566 0.884 -0.339 0.40
H 2.711 -0.054 -1.478 0.22
H 2.458 -1.391 -0.335 0.23
H 1.588 -1.365 -1.869 0.23
H -1.124 -2.207 1.245 0.21
H -0.151 -2.537 -0.196 0.21
H -0.144 1.367 1.681 0.21
H 0.187 -0.083 2.607 0.20
H -1.447 0.215 2.037 0.20
H 0.626 -2.330 1.381 0.20

x | 21
Properties=species:S:1:pos:R:3:nbo_charge:R:1 method="wB97M-V/def2-TZVPD" lumo_energy_ha=0.017 charge=0 orbital_gap_ev=7.99
C 0.054 1.133 -2.396 -0.24
C -0.120 -0.980 2.475 -0.64
C -1.467 1.238 0.377 -0.67
C 1.470 -0.724 0.550 0.40
C 0.362 -0.566 1.132 -0.12
C -0.818 -0.006 -0.203 0.53
N 2.617 -1.069 0.018 -0.76
O 0.343 0.514 -1.166 -0.68
N -1.587 -0.941 -0.669 -0.84
H 2.693 -1.952 -0.470 0.41
H 3.185 -0.295 -0.311 0.41
H -1.078 -1.685 -1.141 0.33
H -0.885 0.815 -2.861 0.18
H 0.859 0.883 -3.096 0.17
H 0.022 2.224 -2.284 0.16
H -0.398 -0.089 3.043 0.23
H -1.022 -1.584 2.353 0.25
H 0.612 -1.544 3.054 0.22
H -0.682 1.863 0.806 0.21
H -2.001 1.804 -0.383 0.23
H -2.161 0.961 1.170 0.22

It turns out w is the most stable, with the second structure 0.0944 hartree higher.